1.
This record from the OMol25 dataset describes one molecule with the formula C20H27N3O6S2 in a non-equilibrium geometry. The level of theory is ωB97M-V/def2-TZVPD.

Atoms and positions in Å:
1 O -1.514 0.749 0.027
2 S -0.538 3.213 -1.523
3 C -3.071 -0.295 2.629
4 C -1.658 4.506 -1.475
5 H -0.398 5.140 1.526
6 C 2.641 0.997 0.851
7 H -4.946 -0.038 -0.953
8 O -5.062 -2.186 0.364
9 H -2.423 -0.758 3.370
10 C 4.786 -1.821 1.777
11 H 0.175 -4.097 -2.687
12 C 1.081 2.879 0.701
13 H -0.285 -2.115 0.848
14 H 0.573 -0.572 0.675
15 H -3.916 0.189 3.132
16 C -1.588 5.219 -0.314
17 N -2.971 -0.702 -0.888
18 H -4.914 -3.414 2.030
19 H 1.420 1.444 -0.823
20 C 1.679 1.796 0.165
21 C 4.009 -0.574 1.603
22 N 4.030 0.408 2.465
23 H 0.964 -2.519 -2.859
24 H -3.834 0.872 0.117
25 O 3.188 1.379 2.017
26 O 3.804 -2.130 -1.165
27 C 3.137 -0.255 0.530
28 H -6.490 -2.607 1.804
29 C -0.611 4.721 0.559
30 C -0.913 -2.445 -1.802
31 H 5.625 -1.646 2.443
32 H -3.115 -1.636 -1.236
33 H 1.357 3.203 1.696
34 C 0.293 -1.490 0.157
35 H -2.213 6.067 -0.097
36 H 4.145 -2.589 2.209
37 H -2.503 0.451 2.065
38 C -4.571 -1.013 0.930
39 C 0.059 3.627 0.056
40 S 2.714 -1.255 -0.854
41 H 0.718 -4.120 -0.265
42 N 1.496 -2.208 -0.188
43 H -1.497 -3.102 -1.150
44 H -2.311 4.672 -2.309
45 C 0.390 -3.154 -2.182
46 C 1.233 -3.423 -0.935
47 H 5.125 -2.173 0.806
48 H -1.489 -2.238 -2.706
49 O 2.230 -0.403 -1.909
50 H -5.370 -0.492 1.504
51 C -1.723 -0.286 -0.583
52 C -4.119 -0.118 -0.245
53 O -3.518 -1.344 1.798
54 H 2.205 -3.838 -1.205
55 C -5.646 -3.081 1.291
56 C -0.570 -1.148 -1.071
57 H -5.999 -3.929 0.707
58 H 0.040 -0.521 -1.730

Values from the calculation:
Electronic energy, eV: -59601.99592
Gap between HOMO and LUMO, eV: 7.7
HOMO energy, eV: -7.97
ΔE to the lowest compared entry with this formula, charge and spin, eV: 0.457
SMILES: COC(CNC(=O)[C@@H]1CCCN(S(=O)(=O)c2c(C)noc2/C=C/c2cccs2)C1)OC
LUMO, Eh: -0.0099

Atom charges from the Löwdin analysis, given in e for atoms 1 to 4: atom 1 (O): 0.0154, atom 2 (S): 1.0737, atom 3 (C): -0.0758, atom 4 (C): -0.4006

---

2.
This record from the OMol25 dataset describes C20H27N5O3 as an isolated structure in a non-equilibrium geometry. The level of theory is ωB97M-V/def2-TZVPD.

Atoms and positions in Å:
1 C 1.702 -4.737 0.773
2 C -2.416 -0.696 -2.152
3 H -3.348 -1.443 1.786
4 H 1.875 -2.621 -1.132
5 H 0.966 -0.773 -2.262
6 H -4.781 -0.388 1.643
7 N -2.873 0.305 1.458
8 O -0.233 2.853 -0.705
9 C 0.220 -1.271 1.402
10 H -3.825 -0.249 3.180
11 C -0.522 0.704 0.575
12 O -4.388 1.846 0.640
13 H 1.281 -5.409 0.252
14 H 0.863 -3.967 -1.476
15 C 0.988 -2.888 -0.971
16 C 1.241 -2.120 1.150
17 H 2.182 -1.893 1.186
18 N -0.971 -1.176 1.513
19 N 0.551 -0.070 0.658
20 H 2.344 3.361 -1.081
21 H -3.346 0.098 -2.358
22 C 1.883 0.334 -0.046
23 N 0.984 -3.354 0.472
24 C -1.450 -2.462 -0.935
25 N -2.227 2.099 -0.001
26 C 3.288 3.352 -1.002
27 H -3.288 4.174 0.435
28 H 3.578 3.870 0.944
29 C -1.557 -0.017 1.124
30 H -1.749 -3.283 -0.070
31 H 1.571 -4.675 1.782
32 H 2.805 -4.434 0.686
33 H 2.555 0.870 2.130
34 C -3.197 1.597 0.779
35 C 2.610 1.361 1.137
36 H 1.784 0.958 -0.748
37 C -3.727 -0.680 2.047
38 H 3.612 4.274 -1.336
39 C -0.949 2.198 -0.005
40 C -2.587 -1.868 -1.370
41 H 2.599 -0.427 -0.113
42 H 3.632 2.532 -1.718
43 C -0.227 -2.184 -1.484
44 O 3.993 1.888 0.725
45 C -2.792 3.500 -0.586
46 C 0.003 -1.052 -2.360
47 H 5.040 3.320 0.091
48 C 4.090 3.107 0.244
49 H -0.975 0.612 -3.197
50 H -3.486 3.380 -1.208
51 C -1.068 -0.092 -2.543
52 H -3.479 -2.089 -0.863
53 H 1.287 -2.741 2.397
54 H 1.946 2.349 1.287
55 H -2.014 4.119 -0.776

Values from the calculation:
Electronic energy, eV: -34754.71874
Gap between HOMO and LUMO, eV: 8.1
HOMO energy, eV: -7.54
ΔE to the lowest compared entry with this formula, charge and spin, eV: 19.632
LUMO, Eh: 0.0202

Atom charges from the Löwdin analysis, given in e for atoms 1 to 4: atom 1 (C): 0.0371, atom 2 (C): -0.0457, atom 3 (H): -0.0493, atom 4 (H): 0.0350